[1]
{"formula": "C3H3NO4", "method": "the ωB97M-V functional and the def2-TZVPD basis", "smiles": "O=c1cc(O)n(O)o1", "charge": 0, "species": ["O", "C", "C", "C", "O", "N", "O", "O", "H", "H", "H"], "xyz": [[2.924, 0.000, 0.168], [1.703, -0.025, 0.008], [0.769, -1.122, 0.019], [-0.466, -0.644, -0.117], [-1.661, -1.218, -0.032], [-0.406, 0.735, -0.503], [-1.160, 1.441, 0.471], [0.920, 1.086, -0.348], [0.995, -2.095, 0.298], [-2.325, -0.497, 0.014], [-1.293, 2.339, 0.022]]}

***

[2]
{"formula": "C3H3NOS", "method": "the ωB97M-V functional and the def2-TZVPD basis", "smiles": "Sc1ccno1", "charge": 0, "species": ["S", "C", "C", "C", "N", "O", "H", "H", "H"], "xyz": [[1.056, -0.301, -2.135], [0.432, -0.015, -0.543], [-0.554, -0.458, 0.260], [-0.514, 0.571, 1.281], [0.421, 1.497, 1.111], [1.056, 1.023, -0.100], [0.356, -1.484, -2.316], [-1.146, -1.355, 0.297], [-1.108, 0.522, 2.145]]}

***

[3]
{"formula": "C3H3NOS", "method": "the ωB97M-V functional and the def2-TZVPD basis", "charge": 0, "species": ["C", "C", "C", "N", "O", "S", "H", "H", "H"], "xyz": [[-1.872, -0.313, -0.247], [-1.069, 0.720, 0.187], [0.985, 0.043, -0.475], [-2.364, -1.243, -0.723], [-1.089, 1.765, 0.728], [1.448, -1.193, 0.665], [0.803, -0.367, -1.452], [1.502, 0.984, -0.402], [1.656, -0.396, 1.718]]}

***

[4]
{"formula": "C3H3NOS", "method": "the ωB97M-V functional and the def2-TZVPD basis", "charge": 0, "multiplicity": 3, "species": ["C", "C", "C", "N", "O", "S", "H", "H", "H"], "xyz": [[-1.008, -0.381, 0.433], [-1.191, -1.416, -0.149], [2.497, 0.599, 0.297], [1.841, -0.333, -0.262], [1.537, -1.422, -0.658], [4.218, 0.294, 0.276], [-0.657, 0.425, 0.979], [-1.479, -2.221, -0.752], [2.022, 1.402, 0.900]]}

***

Table of energy relative to the best compared isomer or geometry (same formula, charge and spin) (kJ/mol), in record order: 376.45 161.86 299.01 360.99
Table of energy (a.u.), in record order: -471.72979 -644.22528 -644.17305 -644.05210